# 1
The following is a DFT calculation (ωB97M-V/def2-TZVPD) of an isolated molecule of C4H6N2O.

```
! RIJCOSX wB97M-V def2-TZVPD def2/J DEFGRID3
* xyz 0 1
C -1.5649 -0.3999 -0.3091
C -0.6591 1.1209 0.2065
C 0.0704 0.3976 -0.7791
C 1.2656 -0.1110 -0.1406
O 2.2340 -0.8234 -0.7511
N 1.2765 0.1948 1.1201
N 0.1036 0.8688 1.3182
H -2.0133 -0.5118 0.6756
H -1.1822 -1.3788 -0.6166
H -2.3023 -0.0324 -1.0184
H -0.0853 0.4339 -1.8504
H 2.9028 -1.0324 -0.0819
H -0.0456 1.2737 2.2268
*
```

Properties
- M (g mol⁻¹) = 98.10
- highest occupied orbital energy (eV) = -8.5
- largest force on an atom (eV/A) = 0.55

---

# 2
The following is a DFT calculation (ωB97M-V/def2-TZVPD) of a structure of composition C3H5O3Yb at a distorted geometry.

```
! RIJCOSX wB97M-V def2-TZVPD def2/J DEFGRID3
* xyz 1 3
H 0.1155 2.8201 0.2941
O 1.6630 -1.0214 1.5533
C 0.8319 -0.0726 1.2621
C 1.5835 -2.1743 0.6577
O -0.5047 2.7999 -0.4350
O 0.0974 -0.4587 0.2211
C 0.4621 -1.7859 -0.2873
Yb -1.6915 1.0770 -0.9208
H 1.3641 -3.0537 1.2702
H 2.5572 -2.2800 0.1700
H -0.4299 -2.4139 -0.2207
H 0.7673 -1.6727 -1.3305
*
```

Properties
- M (g mol⁻¹) = 262.11
- expectation value of S² = 2.001
- highest occupied orbital energy (spin up / spin down) (eV) = -11.6 / -14.1
- largest force on an atom (eV/A) = 4.04

---

# 3
The following is a DFT calculation (ωB97M-V/def2-TZVPD) of a cluster of 8 separate species, C11H40N2O8 in total at a distorted geometry.

```
! RIJCOSX wB97M-V def2-TZVPD def2/J DEFGRID3
* xyz 0 1
C 9.4959 13.9575 10.7406
O 9.0134 15.1127 10.0606
C 7.9293 15.7518 10.7456
C 7.2961 16.9241 10.0223
C 8.3332 17.7921 9.4361
N 6.2717 17.5957 10.8985
H 10.6115 13.9953 10.8038
H 9.1931 13.1177 10.0722
H 9.0229 13.8264 11.7388
H 7.2919 14.9824 11.0745
H 8.3450 16.3015 11.5491
H 6.6632 16.6318 9.1639
H 8.0966 18.8317 9.1398
H 8.7287 17.3716 8.5543
H 9.1988 17.8670 10.0830
H 5.5443 16.8581 11.1855
H 6.6386 18.0453 11.7853
C 5.5568 8.8574 5.6847
O 6.6930 9.1897 6.3607
C 6.4221 9.4655 7.7162
C 7.6974 9.6507 8.4557
C 8.5928 8.4031 8.2742
N 7.4426 9.9863 9.8099
H 5.9252 8.6874 4.6691
H 4.8638 9.6715 5.7087
H 5.1180 7.9184 6.0636
H 5.7379 10.2718 7.7780
H 5.8402 8.5822 8.0876
H 8.2050 10.5542 8.0554
H 8.3471 7.9015 7.3311
H 8.2716 7.6676 9.0982
H 9.6368 8.6850 8.3347
H 6.6466 9.5974 10.2574
H 8.2917 9.8824 10.3423
C 7.8158 13.0622 16.7604
O 7.1643 12.0154 16.1358
H 7.2748 13.2866 17.6519
H 8.8475 12.9001 17.0264
H 7.7862 13.9967 16.1716
H 7.8054 11.7160 15.4121
C 10.6679 8.4771 12.1354
O 9.7009 9.2601 11.5475
H 11.0702 7.7872 11.4391
H 11.5739 9.0166 12.4036
H 10.2553 7.9191 12.9719
H 9.4099 9.8987 12.1920
C 5.8574 8.1303 12.8168
O 6.5571 8.2666 14.0050
H 6.5227 7.7376 12.0550
H 4.9613 7.4786 12.9194
H 5.5491 9.0918 12.4026
H 6.0731 8.8406 14.6340
O 6.6734 12.0077 11.4512
H 5.7175 12.2355 11.2683
H 7.0051 11.4131 10.6909
O 5.2170 10.2924 15.6178
H 5.7396 10.2927 16.4664
H 5.6293 11.1818 15.3785
O 8.1650 10.6888 13.5840
H 7.7334 9.9209 13.9495
H 7.6272 11.0179 12.8065
*
```

Properties
- M (g mol⁻¹) = 328.45
- highest occupied orbital energy (eV) = -9.3
- largest force on an atom (eV/A) = 2.98
- SMILES string = COC[C@H](C)N.COC[C@H](C)N.CO.CO.CO.O.O.O

---

# 4
The following is a DFT calculation (ωB97M-V/def2-TZVPD) of an isolated molecule of C15H30N2O2.

```
! RIJCOSX wB97M-V def2-TZVPD def2/J DEFGRID3
* xyz 0 1
C -0.8239 -2.4491 2.1375
C 0.0745 -2.7910 0.9547
C 1.5009 -2.2951 1.1881
C 2.4880 -2.7496 0.1132
C 2.2684 -2.1057 -1.2626
C 2.7364 -0.6641 -1.2663
O 3.8983 -0.3473 -1.4116
N 1.7488 0.2550 -1.1239
C 2.0272 1.6687 -1.0608
C 1.5304 2.3025 0.2460
C 1.9972 3.7494 0.3642
N 0.0834 2.2300 0.3014
C -0.5909 1.4622 1.1864
O -0.0331 0.7899 2.0286
C -2.0949 1.4668 0.9870
C -2.4643 0.4626 -0.1106
C -3.9735 0.3795 -0.3235
C -4.3409 -0.6439 -1.3956
C -5.8478 -0.7296 -1.6028
H -0.7768 -1.3828 2.3443
H -0.4953 -2.9806 3.0276
H -1.8564 -2.7280 1.9347
H -0.3377 -2.3378 0.0490
H 0.0860 -3.8735 0.8016
H 1.4952 -1.2069 1.2699
H 1.8432 -2.6867 2.1487
H 2.4139 -3.8348 0.0053
H 3.5051 -2.5166 0.4349
H 1.2218 -2.1764 -1.5584
H 2.8757 -2.6400 -1.9953
H 0.8166 -0.0462 -0.8883
H 3.1116 1.7716 -1.1434
H 1.5572 2.1778 -1.9128
H 1.8934 1.7167 1.0967
H 1.6113 4.1940 1.2780
H 1.6475 4.3334 -0.4853
H 3.0819 3.7899 0.3888
H -0.4267 2.7799 -0.3720
H -2.5654 1.1675 1.9239
H -2.4448 2.4652 0.7184
H -1.9826 0.7499 -1.0502
H -2.0875 -0.5218 0.1737
H -4.3554 1.3612 -0.6146
H -4.4544 0.1031 0.6171
H -3.9590 -1.6243 -1.1021
H -3.8603 -0.3702 -2.3381
H -6.3432 -1.0214 -0.6796
H -6.2461 0.2335 -1.9148
H -6.0875 -1.4641 -2.3679
*
```

Properties
- M (g mol⁻¹) = 270.42
- highest occupied orbital energy (eV) = -9.4
- largest force on an atom (eV/A) = 0.64
- SMILES string = CCCCCC(=O)NC[C@@H](C)NC(=O)CCCCC

---

# 5
The following is a DFT calculation (ωB97M-V/def2-TZVPD) of a structure of composition C27H21Br3F4O14 at a distorted geometry.

```
! RIJCOSX wB97M-V def2-TZVPD def2/J DEFGRID3
* xyz 0 1
C 17.3846 20.8391 -6.3266
C 17.8739 20.3400 -4.9959
O 19.2322 20.5912 -5.1458
C 19.5571 20.4832 -6.4702
O 20.6676 20.3907 -7.0088
O 18.4587 20.5336 -7.2056
F 17.6626 18.9763 -4.8546
H 17.0688 21.8717 -6.1781
H 16.4753 20.2868 -6.5639
H 17.6696 20.9023 -4.0847
C 14.6977 14.4955 -9.5851
C 14.1394 15.8486 -9.9001
O 13.5395 16.2386 -8.7168
C 13.4964 15.2132 -7.8541
O 12.9243 15.1684 -6.7788
O 14.1671 14.1869 -8.3788
F 13.2506 15.5473 -10.8231
H 15.7561 14.6943 -9.4167
H 14.6995 13.6962 -10.3262
H 14.8178 16.6241 -10.2557
C 22.3562 17.7332 -6.5698
C 22.6589 18.2274 -5.1055
O 24.0037 17.8513 -4.9605
C 24.3579 16.9678 -5.7841
O 25.4319 16.4272 -5.7338
O 23.5160 16.8864 -6.7619
F 22.0047 17.6893 -4.1388
H 22.3201 18.6142 -7.2106
H 21.4408 17.1512 -6.6769
H 22.5576 19.3099 -5.0283
C 19.3636 18.5817 -1.7253
C 19.3224 17.3203 -0.8454
O 18.6261 16.4708 -1.7130
C 18.8651 16.8000 -2.9847
O 18.4932 16.1089 -3.9679
O 19.2839 17.9979 -3.0468
F 18.5063 17.6918 0.1252
H 20.2510 19.2132 -1.6820
H 18.5008 19.2293 -1.5693
H 20.3017 17.1170 -0.4122
C 20.3769 14.9683 -12.0130
C 21.0227 14.5382 -13.1576
C 20.2071 14.1603 -14.2275
C 18.8246 14.3864 -14.2799
C 18.2049 14.9396 -13.1452
C 19.0172 15.1281 -11.9855
C 16.7222 15.2609 -13.0778
O 16.3033 15.8023 -12.0498
C 15.9287 14.9924 -14.3445
C 14.5428 15.3619 -14.3290
C 13.8809 15.2380 -15.5698
C 14.5448 14.8311 -16.6966
C 15.8388 14.3489 -16.6735
C 16.5476 14.4482 -15.5025
C 18.0270 14.1112 -15.5754
O 18.6292 13.8148 -16.6007
H 20.9918 15.1297 -11.1399
H 22.0943 14.4201 -13.2207
H 20.7656 13.8210 -15.0873
H 18.6015 15.5054 -11.0629
H 13.9684 15.7111 -13.4838
H 12.8260 15.4692 -15.5862
H 14.0283 14.7345 -17.6402
H 16.2587 14.1027 -17.6376
C 18.0337 16.4463 -7.1937
Br 19.6928 16.0706 -8.3586
Br 17.1726 14.7205 -6.8746
Br 16.7740 17.6863 -8.1970
H 18.4467 16.8665 -6.2767
*
```

Properties
- M (g mol⁻¹) = 885.15
- highest occupied orbital energy (eV) = -9.8
- largest force on an atom (eV/A) = 6.26

---

# 6
The following is a DFT calculation (ωB97M-V/def2-TZVPD) of a structure of composition C39H29FMnN3O7P at a distorted geometry.

```
! RIJCOSX wB97M-V def2-TZVPD def2/J DEFGRID3
* xyz 0 4
Mn -1.0609 -1.5404 0.0769
O -2.0696 -6.1157 5.0712
C -1.8043 -6.5052 3.9295
O -1.5778 -7.6025 3.4069
C -1.6953 -5.2946 2.8820
C -1.2682 -5.5224 1.5818
C -1.1247 -4.4511 0.7224
N -1.4021 -3.2040 1.1107
C -1.8607 -2.9855 2.3559
C -2.0111 -3.9991 3.2752
C -2.2010 -1.5326 2.6072
O -2.5919 -1.1118 3.6632
O -2.0131 -0.8010 1.5290
H -1.0424 -6.5319 1.2671
H -0.7709 -4.5762 -0.2946
H -2.3529 -3.7896 4.2794
C -2.5720 2.2725 -6.1686
C -3.4548 2.6240 -4.9708
C -3.6489 4.1230 -4.7819
C -2.3183 4.7989 -4.4735
C -1.5947 4.0858 -3.3607
C -0.6235 4.7371 -2.6317
C 0.0749 4.0679 -1.6313
F 1.0258 4.7338 -0.9586
C -0.1829 2.7635 -1.3212
C -1.1852 2.0903 -2.0288
C -1.4893 0.7109 -1.6896
O -0.7958 0.1388 -0.7949
C -2.5475 0.1016 -2.4051
C -3.1725 0.7958 -3.4022
N -2.8680 2.0497 -3.7486
C -1.8870 2.7409 -3.0585
C -2.9699 -1.3308 -2.1626
O -3.8320 -1.8108 -2.8663
O -2.3558 -1.9373 -1.2010
H -2.9597 2.7362 -7.0756
H -2.5523 1.1925 -6.3158
H -1.5468 2.6100 -6.0125
H -4.4293 2.1544 -5.1051
H -4.3474 4.2882 -3.9585
H -4.0909 4.5425 -5.6848
H -2.4779 5.8416 -4.1997
H -1.6840 4.7967 -5.3641
H -0.3956 5.7761 -2.8334
H 0.3640 2.2410 -0.5498
H -3.9633 0.3047 -3.9570
N 0.5963 -1.5037 0.6995
P 1.7623 -0.7053 1.4217
C 2.7433 0.2730 0.2540
C 3.2563 -0.4082 -0.8507
C 3.9827 0.2767 -1.8089
C 4.1889 1.6444 -1.6721
C 3.6663 2.3247 -0.5821
C 2.9443 1.6417 0.3866
C 2.8813 -1.9033 2.1866
C 4.2672 -1.8002 2.1409
C 5.0438 -2.7874 2.7305
C 4.4396 -3.8668 3.3595
C 3.0546 -3.9647 3.4126
C 2.2743 -2.9852 2.8243
C 1.2125 0.4064 2.7384
C 1.9845 0.5453 3.8900
C 1.5665 1.4008 4.8953
C 0.3755 2.1026 4.7632
C -0.3968 1.9562 3.6203
C 0.0208 1.1142 2.6026
H 3.0736 -1.4728 -0.9452
H 4.3897 -0.2501 -2.6621
H 4.7626 2.1797 -2.4175
H 3.8223 3.3913 -0.4835
H 2.5442 2.1707 1.2440
H 4.7336 -0.9548 1.6494
H 6.1230 -2.7157 2.6930
H 5.0507 -4.6391 3.8078
H 2.5853 -4.8068 3.9044
H 1.1920 -3.0484 2.8434
H 2.9000 -0.0222 4.0016
H 2.1655 1.5121 5.7894
H 0.0439 2.7530 5.5617
H -1.3371 2.4834 3.5291
H -0.5862 0.9827 1.7205
*
```

Properties
- M (g mol⁻¹) = 756.58
- expectation value of S² = 4.082
- highest occupied orbital energy (spin up / spin down) (eV) = -7.4 / -7.4
- largest force on an atom (eV/A) = 1.54

---

Among the records above, which one has the lowest largest force on an atom?
C4H6N2O